# 1
Here is a cluster of 3 separate species, C12H29ClNO4P in total at a distorted geometry from OMol25. Energies are from ωB97M-V/def2-TZVPD.

Last column: natural (NBO) charge in e.
CARTESIAN COORDINATES (ANGSTROEM)
C  7.0525  -14.1658  -18.6733  -0.617
C  8.0852  -15.2318  -19.0330  -0.387
C  7.6769  -16.1055  -20.2526  -0.439
C  8.7980  -17.0108  -20.7575  -0.198
N  8.7277  -17.3204  -22.2288  -0.205
C  9.9106  -18.1612  -22.6822  -0.210
C  10.2207  -17.7631  -24.1282  -0.437
C  9.2238  -16.6099  -24.3966  -0.468
C  8.9104  -16.0544  -23.0400  -0.229
C  7.4014  -17.9893  -22.4853  -0.426
H  7.0728  -13.9888  -17.5938  0.216
H  6.0669  -14.6227  -18.7908  0.211
H  7.1775  -13.1836  -19.1185  0.226
H  8.2293  -15.9022  -18.1837  0.199
H  9.0611  -14.7677  -19.2041  0.194
H  7.2065  -15.4571  -20.9898  0.236
H  6.9252  -16.7944  -19.8612  0.215
H  8.8133  -17.9824  -20.2649  0.212
H  9.7390  -16.5191  -20.5004  0.216
H  9.7601  -19.2165  -22.4695  0.228
H  10.7375  -17.8330  -22.0487  0.211
H  9.9362  -18.5777  -24.7990  0.228
H  11.2612  -17.5793  -24.3782  0.233
H  8.2791  -16.8029  -24.9174  0.298
H  9.6475  -15.8652  -25.0756  0.242
H  7.9711  -15.5024  -23.0721  0.273
H  9.7018  -15.4828  -22.5561  0.204
H  7.3876  -18.7714  -21.7287  0.203
H  7.3046  -18.4920  -23.4465  0.256
H  6.6650  -17.1887  -22.4976  0.276
Cl  5.7293  -15.9708  -25.0607  -0.958
C  5.5365  -9.2310  -25.3729  -0.247
O  6.8283  -9.7259  -25.6551  -0.810
P  7.8117  -10.2930  -24.5285  2.570
O  8.4414  -9.3143  -23.6298  -1.090
O  6.9024  -11.3521  -23.7367  -0.823
C  6.3653  -12.4636  -24.4487  -0.284
O  8.8284  -11.1478  -25.4051  -0.806
C  9.9582  -11.7706  -24.8370  -0.249
H  5.2203  -8.6976  -26.2664  0.196
H  5.5271  -8.5596  -24.5114  0.189
H  4.7849  -9.9924  -25.1505  0.183
H  6.5491  -13.4195  -23.9591  0.213
H  6.7572  -12.6226  -25.4566  0.201
H  5.2888  -12.3767  -24.6024  0.191
H  10.8588  -11.3185  -25.2485  0.193
H  9.9994  -12.8113  -25.1781  0.177
H  10.0126  -11.8830  -23.7541  0.191

Values from the calculation:
HOMO = -7.49 eV
Gap between HOMO and LUMO = 7.392 eV
Charge = 0
E_LUMO = -0.10 eV


# 2
Here is a cluster of 2 separate species, C4HBrN2 in total at a distorted geometry from OMol25. Energies are from ωB97M-V/def2-TZVPD.

Last column: natural (NBO) charge in e.
CARTESIAN COORDINATES (ANGSTROEM)
C  -0.7014  -1.4444  0.1171  0.054
C  -1.6919  1.9041  0.2158  0.067
C  -0.0720  -0.3517  0.2000  -0.166
C  -2.3107  0.7295  0.1622  -0.122
N  -1.4843  -2.3731  0.1692  -0.336
N  -0.9997  2.8310  -0.0267  -0.202
Br  -3.5457  -0.5787  -0.0090  0.450
H  0.5426  0.5192  0.0882  0.254

Values from the calculation:
HOMO (alpha / beta) = -8.78 / -7.55 eV
Gap between HOMO and LUMO (alpha / beta) = 6.034 / 3.656 eV
Charge = 0
E_LUMO (alpha / beta) = -2.74 / -3.90 eV


| no. | DFT total energy (eV) |
| --- | --- |
| 1 | -44406.83853 |
| 2 | -77176.68649 |